Entry 1:
{"formula": "C9H14BMnN5O", "method": "wB97M-V/def2-TZVPD", "homo_energy_ha": [-0.4326, -0.4323], "fmax_ha_per_bohr": 0.012, "multiplicity": 5, "total_charge": 1, "lumo_energy_ev": [-5.10, -3.19], "relative_energy_ev": 0.856, "s_squared": 6.34, "gap_ev": [6.7, 8.6], "species": ["Mn", "B", "N", "C", "C", "C", "N", "N", "C", "C", "C", "N", "H", "H", "H", "H", "H", "H", "H", "H", "N", "C", "O", "C", "C", "H", "H", "H", "H", "H", "H"], "coordinates": [[0.383, 0.665, 0.127], [-0.935, -2.264, 1.623], [0.607, -1.885, 1.615], [1.499, -2.567, 2.323], [2.783, -2.117, 2.029], [2.584, -1.117, 1.105], [1.263, -0.979, 0.851], [-1.855, -1.234, 0.850], [-3.176, -1.367, 0.800], [-3.720, -0.360, 0.011], [-2.625, 0.368, -0.403], [-1.496, -0.156, 0.115], [-1.283, -2.280, 2.780], [-1.058, -3.345, 1.097], [1.172, -3.353, 2.988], [3.715, -2.476, 2.431], [3.307, -0.495, 0.599], [-3.658, -2.179, 1.324], [-4.757, -0.198, -0.228], [-2.584, 1.240, -1.040], [1.125, 4.225, -1.620], [0.834, 2.977, -1.347], [0.713, 2.596, -0.147], [0.602, 1.955, -2.420], [0.936, 0.582, -1.860], [1.235, 4.893, -0.871], [1.224, 4.542, -2.571], [1.176, 2.162, -3.325], [-0.455, 2.022, -2.689], [2.003, 0.386, -1.789], [0.439, -0.240, -2.358]]}

Entry 2:
{"formula": "C9H14BrN2O10P3", "method": "wB97M-V/def2-TZVPD", "homo_energy_ha": -0.3136, "fmax_ha_per_bohr": 0.051, "total_charge": 0, "lumo_energy_ev": -1.59, "gap_ev": 6.9, "species": ["N", "C", "C", "C", "O", "O", "Br", "C", "C", "N", "P", "P", "O", "O", "O", "C", "C", "P", "O", "O", "O", "H", "H", "H", "H", "H", "H", "H", "H", "H", "H", "H", "C", "C", "O", "O", "H", "H", "H"], "coordinates": [[-1.230, 2.700, -1.115], [-0.504, 1.538, -0.808], [-0.389, 0.551, -1.814], [-0.988, 0.709, -3.189], [-2.172, 0.838, -3.314], [-0.183, 0.656, -4.306], [0.017, -1.098, -4.824], [0.274, -0.629, -1.520], [0.798, -0.786, -0.284], [0.706, 0.169, 0.651], [1.435, -0.210, 2.219], [-0.047, -1.305, 3.388], [-0.674, -0.455, 4.395], [0.674, -2.557, 4.149], [-1.189, -1.960, 2.466], [0.070, 1.350, 0.426], [-0.010, 2.413, 1.528], [0.444, 4.128, 1.018], [-0.731, 4.928, 0.698], [1.524, 4.155, -0.165], [1.160, 4.843, 2.303], [-0.638, 3.460, -1.427], [-1.950, 2.512, -1.804], [0.346, -1.443, -2.292], [1.283, -1.737, -0.058], [2.520, -1.075, 1.930], [1.629, -2.391, 4.207], [-1.881, -2.225, 3.099], [0.632, 2.156, 2.383], [-1.042, 2.394, 1.909], [1.295, 4.911, -0.731], [0.808, 4.375, 3.078], [-0.541, -5.011, -1.818], [0.061, -3.617, -1.645], [0.117, -2.893, -2.679], [0.444, -3.322, -0.490], [-0.848, -5.185, -2.849], [0.194, -5.767, -1.540], [-1.414, -5.118, -1.172]]}

Entry 3:
{"formula": "C9H14ClNSi", "method": "wB97M-V/def2-TZVPD", "homo_energy_ha": -0.3195, "fmax_ha_per_bohr": 0.078, "total_charge": 0, "lumo_energy_ev": 0.77, "relative_energy_ev": 0.019, "gap_ev": 9.5, "smiles": "CN(C)[Si@@](C)(Cl)c1ccccc1", "species": ["C", "N", "C", "Si", "C", "Cl", "C", "C", "C", "C", "C", "C", "H", "H", "H", "H", "H", "H", "H", "H", "H", "H", "H", "H", "H", "H"], "coordinates": [[-3.203, -0.654, 0.755], [-1.766, -0.460, 0.720], [-1.088, -1.553, 1.310], [-1.027, 0.775, -0.213], [-1.234, 0.879, -2.170], [-1.852, 2.505, 0.256], [0.940, 0.508, -0.010], [1.499, -0.711, -0.376], [2.871, -0.843, -0.367], [3.619, 0.160, 0.146], [3.123, 1.391, 0.470], [1.731, 1.574, 0.313], [-3.657, -0.579, 1.733], [-3.616, 0.088, 0.114], [-3.314, -1.773, 0.571], [-1.505, -1.808, 2.237], [-1.180, -2.338, 0.519], [-0.054, -1.402, 1.371], [-2.290, 0.808, -2.493], [-0.984, 1.922, -2.505], [-0.777, 0.114, -2.869], [0.795, -1.502, -0.555], [3.403, -1.791, -0.328], [4.698, -0.228, 0.216], [3.596, 2.332, 0.740], [1.272, 2.585, 0.414]]}

Entry 4:
{"formula": "C9H14F3NO9S", "method": "wB97M-V/def2-TZVPD", "homo_energy_ha": -0.3650, "fmax_ha_per_bohr": 0.131, "total_charge": 0, "lumo_energy_ev": -0.81, "gap_ev": 9.1, "smiles": "O=C1OC[C@@H](F)O1.O=C1OC[C@@H](F)O1.NCCOCS(=O)(=O)F", "species": ["O", "C", "O", "C", "C", "F", "O", "H", "H", "H", "O", "C", "O", "C", "C", "F", "O", "H", "H", "H", "N", "C", "C", "O", "C", "S", "O", "O", "F", "H", "H", "H", "H", "H", "H", "H", "H"], "coordinates": [[-1.005, -2.246, -1.422], [0.057, -1.755, -1.766], [0.223, -0.996, -2.892], [1.551, -0.515, -2.857], [2.234, -1.511, -1.984], [3.234, -0.932, -1.282], [1.225, -1.901, -1.079], [1.560, 0.496, -2.435], [1.982, -0.479, -3.862], [2.612, -2.390, -2.516], [-1.467, -7.739, 1.977], [-1.654, -6.611, 1.552], [-1.715, -6.291, 0.223], [-2.074, -4.926, 0.157], [-1.636, -4.411, 1.485], [-2.440, -3.407, 1.902], [-1.821, -5.514, 2.343], [-3.156, -4.842, 0.006], [-1.565, -4.427, -0.672], [-0.590, -4.090, 1.519], [-2.144, 4.138, 1.245], [-1.342, 2.908, 1.607], [0.191, 3.244, 2.158], [1.214, 3.246, 1.100], [1.057, 4.373, 0.168], [2.404, 4.118, -1.163], [3.780, 4.019, -0.410], [2.129, 2.888, -2.064], [2.358, 5.539, -2.153], [-2.316, 4.165, 0.211], [-1.717, 5.023, 1.599], [-1.268, 2.102, 0.761], [-1.899, 2.393, 2.528], [0.223, 4.199, 2.863], [0.462, 2.329, 2.874], [1.306, 5.418, 0.673], [0.008, 4.386, -0.391]]}

Entry 5:
{"formula": "C9H14FN2", "method": "wB97M-V/def2-TZVPD", "homo_energy_ha": [-0.3912, -0.3912], "fmax_ha_per_bohr": 0.124, "total_charge": 1, "lumo_energy_ev": [-4.90, -4.90], "relative_energy_ev": 2.018, "gap_ev": [5.7, 5.7], "species": ["C", "C", "C", "C", "C", "C", "C", "C", "C", "N", "N", "F", "H", "H", "H", "H", "H", "H", "H", "H", "H", "H", "H", "H", "H", "H"], "coordinates": [[3.725, 0.372, -0.808], [3.796, -0.683, 0.184], [2.419, 0.442, -1.304], [2.423, -1.242, 0.265], [-3.760, -0.145, -0.505], [-2.819, -1.247, -1.010], [-2.534, -0.437, 0.243], [-1.336, 1.076, 1.685], [-1.460, 0.428, 0.514], [1.710, -0.549, -0.636], [-0.385, 1.995, 2.006], [-0.790, 0.770, -0.642], [4.597, 0.895, -1.266], [4.477, -1.527, -0.065], [1.871, 0.987, -2.050], [-3.771, 0.809, -0.997], [-4.680, -0.390, -0.094], [-3.084, -2.237, -0.843], [-2.323, -1.106, -1.966], [-2.706, -0.957, 1.131], [-1.949, 0.484, 2.354], [4.168, -0.355, 1.182], [0.705, -0.749, -0.764], [2.079, -1.778, 1.036], [-0.426, 2.483, 2.911], [0.159, 2.549, 1.251]]}